# C11H17Cl3F3N2O2

A cluster of 2 separate species, C11H17Cl3F3N2O2 in total in a non-equilibrium geometry (ωB97M-V/def2-TZVPD, the OMol25 dataset).

Calculated values
Charge: +1
HOMO level: -12.6649 eV
Kohn-Sham gap: 9.259 eV
Calculated total energy: -2369.2208 a.u.

Last column: natural (NBO) charge in e.
Positions of all 38 atoms, in Å:
Cl (0.64816, 4.19520, -7.21984)  0.01
Cl (-1.22549, 2.48506, -8.63870)  0.02
Cl (1.50828, 2.74441, -9.58544)  0.03
F (0.76853, 1.46486, -4.57488)  -0.33
F (2.27410, 0.40017, -3.40303)  -0.32
F (1.10162, -0.69035, -4.91996)  -0.31
O (0.56606, 1.15545, 3.00838)  -0.47
O (0.58832, -1.92878, 5.06850)  -0.52
N (-0.52962, 2.00638, 0.95620)  -0.49
N (0.09220, 0.46800, -0.40720)  -0.27
C (-0.10576, 0.00711, -2.93442)  -0.52
C (0.46166, 2.71266, -8.16466)  -0.29
C (0.68861, 0.11677, 0.80885)  -0.12
C (0.91483, -1.19913, 3.88416)  -0.10
C (-0.54404, -2.78424, 4.88378)  -0.08
C (-0.02988, 0.04687, 3.73795)  -0.11
C (-1.81587, -2.14771, 5.57655)  -0.64
C (0.36256, -0.47736, -1.51907)  -0.23
C (1.04275, 0.26303, -3.95402)  0.98
C (0.24111, 1.13739, 1.69674)  0.48
C (-0.63613, 1.58969, -0.34590)  0.22
H (1.33881, -0.75654, 0.96441)  0.27
H (1.42641, -0.82068, -1.50375)  0.26
H (0.89727, -1.89849, 3.01189)  0.16
H (-0.81102, -2.97289, 3.81471)  0.16
H (-0.74007, -0.80448, -3.37482)  0.27
H (-0.99525, -0.30926, 3.30738)  0.19
H (-1.18710, 2.03683, -1.18512)  0.27
H (-0.76872, 0.90447, -2.91692)  0.25
H (0.75657, 1.87397, -7.54288)  0.22
H (-0.21901, 0.41694, 4.77710)  0.23
H (-1.65169, -2.00181, 6.67369)  0.23
H (-2.08185, -1.17393, 5.09958)  0.19
H (-0.23221, -1.40014, -1.28834)  0.24
H (-2.69835, -2.83689, 5.49886)  0.22
H (-0.39103, -3.79266, 5.34773)  0.20
H (1.97487, -0.85941, 4.01335)  0.21
H (-0.98962, 2.82949, 1.34910)  0.47

Cartesian forces, eV/Å:
0.002 -0.083 0.027
0.064 -0.032 0.070
-0.048 -0.033 0.117
0.369 -1.131 0.273
-0.938 -0.388 -0.241
0.054 0.806 1.035
-1.293 0.586 -1.166
-0.270 -0.186 -1.297
-0.439 0.296 0.011
1.167 -0.976 -0.141
-0.026 -0.756 -0.045
0.018 0.039 -0.124
-1.800 2.878 0.690
0.815 0.218 0.379
-1.922 -0.161 0.927
-0.148 -1.191 1.370
0.108 -0.464 0.004
-1.028 -0.920 -1.078
-0.365 1.126 -0.552
1.941 -3.060 -0.972
1.024 -0.928 1.055
-0.551 0.723 -0.227
-0.803 0.820 0.044
-0.160 0.616 0.415
0.573 0.288 0.538
0.608 0.713 0.312
0.598 0.736 0.028
0.390 -0.095 0.864
0.760 -0.636 0.055
-0.028 0.091 -0.052
0.206 -0.191 -0.976
0.068 0.034 -0.979
0.138 -0.719 0.468
0.465 0.876 -0.039
0.784 0.568 -0.137
0.367 0.970 -0.314
-0.897 -0.100 -0.096
0.200 -0.332 -0.245

# C21H23N3O4S

The molecule C21H23N3O4S in a non-equilibrium geometry (ωB97M-V/def2-TZVPD, the OMol25 dataset).

Calculated values
HOMO level: -8.8644 eV
Energy relative to the best compared isomer or geometry (same formula, charge and spin): 0.967 eV
Kohn-Sham gap: 8.641 eV
SMILES: CCN(CC)S(=O)(=O)c1ccc2[nH]c(=O)cc(C(=O)NCc3ccccc3)c2c1
Calculated total energy: -1677.4930 a.u.

Last column: natural (NBO) charge in e.
Positions of all 52 atoms, in Å:
S (-0.75289, -3.00919, 0.29118)  2.33
O (-0.83863, -3.59153, 1.59839)  -0.94
O (1.42730, 1.44925, 2.30433)  -0.60
O (6.42200, 0.49671, -0.27567)  -0.60
O (-1.06669, -3.83865, -0.83945)  -0.95
N (4.81555, -1.08260, -0.38138)  -0.56
N (-1.62981, -1.59111, 0.24988)  -0.70
N (1.62687, 2.61844, 0.37826)  -0.60
C (4.23633, 1.07497, 0.45279)  -0.28
C (1.88770, -3.27205, -0.45022)  -0.14
C (1.25420, -1.14070, 0.47007)  -0.15
C (-3.73783, -2.03485, 1.49846)  -0.63
C (2.96355, 0.66583, 0.64239)  -0.05
C (-0.75395, 3.12164, 0.11713)  0.05
C (2.56375, -0.67488, 0.31173)  -0.06
C (0.93001, -2.41514, 0.08127)  -0.35
C (3.54040, -1.54135, -0.22381)  0.20
C (5.26403, 0.19240, -0.07810)  0.62
C (-1.77808, 2.70404, 0.95544)  -0.24
C (-2.41365, -1.28052, 1.42737)  -0.21
C (-3.18366, 2.27679, -0.94228)  -0.23
C (0.57161, 3.56734, 0.68480)  -0.27
C (-0.95367, 3.09876, -1.25814)  -0.24
C (-2.18047, -1.25403, -1.04864)  -0.23
C (1.92654, 1.59788, 1.21145)  0.65
C (-2.16006, 2.67480, -1.78573)  -0.20
C (3.18794, -2.84373, -0.59713)  -0.25
C (-1.07540, -0.81117, -1.99877)  -0.61
C (-2.99089, 2.29323, 0.42872)  -0.20
H (4.55468, 2.07620, 0.70017)  0.24
H (-3.54215, -3.10401, 1.48051)  0.22
H (-2.69896, -2.11906, -1.47755)  0.21
H (1.58393, -4.26347, -0.74585)  0.24
H (-0.39256, -1.63575, -2.18338)  0.22
H (-2.57717, -0.19844, 1.44036)  0.20
H (0.49677, -0.50263, 0.89485)  0.25
H (-4.37915, -1.77891, 0.65787)  0.20
H (-3.79040, 1.99203, 1.09017)  0.22
H (3.94190, -3.50120, -1.00367)  0.22
H (-1.51044, -0.49727, -2.94429)  0.21
H (2.01983, 2.62979, -0.54933)  0.40
H (-2.89280, -0.43841, -0.90897)  0.21
H (5.51537, -1.71525, -0.75286)  0.42
H (-4.13130, 1.96169, -1.35392)  0.22
H (-1.79396, -1.55557, 2.28144)  0.23
H (0.50998, 3.62899, 1.77334)  0.24
H (-0.52239, 0.02253, -1.57212)  0.21
H (-2.30500, 2.66296, -2.85574)  0.22
H (-0.16358, 3.42418, -1.92090)  0.21
H (0.85489, 4.54274, 0.27967)  0.21
H (-1.62424, 2.70563, 2.02420)  0.22
H (-4.25533, -1.78740, 2.42168)  0.22

Cartesian forces, eV/Å:
0.471 0.360 -0.003
-0.109 0.231 0.210
-0.176 -0.185 0.275
0.190 0.165 0.038
0.029 0.242 -0.129
0.357 -0.160 -0.107
0.583 -1.010 0.107
0.033 0.322 -0.228
-0.436 0.139 0.148
0.080 -0.024 -0.018
0.237 -0.001 -0.007
0.252 0.150 -0.034
0.451 0.063 0.099
0.011 0.031 0.062
0.058 -0.495 -0.115
-0.650 -0.060 0.053
-0.717 0.068 0.187
-0.012 -0.281 -0.157
0.063 0.050 -0.004
-0.275 -0.147 0.574
-0.092 -0.001 0.016
-0.093 -0.042 0.115
-0.035 0.027 0.073
0.074 0.038 -0.727
0.332 0.156 -0.350
0.039 0.011 -0.113
-0.086 0.031 0.056
-0.298 0.019 0.030
-0.108 -0.001 -0.016
0.030 0.076 0.013
-0.072 -0.112 0.029
-0.123 0.197 0.024
0.075 -0.154 -0.089
0.098 -0.008 -0.134
0.109 -0.110 -0.003
-0.062 0.144 0.026
-0.115 0.006 -0.063
-0.064 -0.036 0.056
0.059 -0.085 -0.060
0.013 0.025 -0.148
0.068 -0.115 0.107
0.040 -0.108 0.103
-0.056 0.200 0.061
-0.084 -0.029 -0.031
-0.150 0.219 0.091
0.014 0.112 -0.144
0.062 0.106 0.011
-0.017 0.004 -0.097
0.087 0.043 -0.091
-0.011 -0.078 0.093
0.038 0.003 0.133
-0.112 0.005 0.076